DFT (ωB97M-V/def2-TZVPD) results for the ion C2N5O2S with charge -1.

- E_LUMO: 3.0 eV
- Kohn-Sham gap: 9.505 eV
- Energy relative to the best compared isomer or geometry (same formula, charge and spin): 0.000 eV
- SMILES: N#C[S@@](=O)([O-])=C1N=NN=N1
- Largest force on an atom: 4.043 eV/A
- Net charge: -1
- E_tot: -24452.9742 eV

CARTESIAN COORDINATES (ANGSTROEM)
S 1.16445 -0.43349 0.19725
O 1.60426 -1.46029 -0.75688
O 1.62900 -0.61747 1.59048
N 2.40735 2.02586 -1.00050
N -1.39427 -0.20245 -1.06391
N -1.39030 -0.09316 1.21336
N -2.67992 0.06254 0.74055
N -2.64613 -0.06102 -0.54952
C -0.70655 -0.32888 0.09854
C 2.01211 1.10835 -0.46936

DFT (ωB97M-V/def2-TZVPD) results for the molecule C23H34N2O3.

- E_LUMO: 0.8 eV
- Kohn-Sham gap: 9.716 eV
- Energy relative to the best compared isomer or geometry (same formula, charge and spin): 0.205 eV
- SMILES: CCOCCCN1C(=O)CN([C@H]2CC[C@H](C)CC2)C(=O)[C@H]1c1ccc(C)cc1
- Largest force on an atom: 0.583 eV/A
- E_tot: -33526.9974 eV

CARTESIAN COORDINATES (ANGSTROEM)
O -1.96802 -0.91808 -1.99967
O 1.33992 -0.24467 1.87395
O -5.44301 -1.39354 0.36722
N 1.10800 -0.48800 -0.37380
N -1.56649 0.11534 -0.02624
C 0.40458 4.80835 -0.22199
C 3.56082 -0.30304 -0.15449
C 2.41725 -2.50851 0.18956
C -5.67802 -2.60649 -0.31680
C 0.28023 -0.20033 -1.52326
C 2.37993 -1.18174 -0.57028
C -1.20527 -0.38337 -1.21937
C 6.24354 -3.08431 0.06240
C 1.05894 4.14748 0.81148
C -0.26147 2.17086 0.44206
C -2.93640 0.00524 0.42765
C 0.72704 -0.06116 0.84006
C -0.92102 2.82518 -0.58848
C -0.58528 0.73776 0.82862
C 3.73496 -3.22731 -0.08163
C 4.87303 -1.03114 -0.42649
C 4.92657 -2.36057 0.32726
C -3.15647 -1.24337 1.28270
C -4.65604 -1.45694 1.53233
C 0.74678 6.22631 -0.56270
C -4.46836 -3.20895 -1.02930
C 0.73096 2.84727 1.14242
C -0.58996 4.12930 -0.91248
H 0.52668 6.43986 -1.60598
H -6.10575 -3.34610 0.37878
H 3.75594 -4.16823 0.47143
H -1.11472 4.62418 -1.71707
H -1.70097 2.32195 -1.14142
H -4.81142 -3.95091 -1.74592
H -3.91448 -2.43939 -1.56193
H -2.64989 -1.15192 2.24561
H -5.02525 -0.64611 2.17071
H 3.81100 -3.46492 -1.14617
H 2.31818 -2.30566 1.25580
H -3.57232 -0.06918 -0.45811
H 1.24813 2.34450 1.94596
H 2.46148 -1.38949 -1.64271
H -0.96439 0.72820 1.85645
H 1.83467 4.65822 1.36342
H 3.47603 -0.08032 0.90902
H -3.80182 -3.70305 -0.32609
H 0.53570 -0.87809 -2.33938
H -3.20256 0.90873 0.98110
H 5.70926 -0.39927 -0.12115
H 6.34989 -3.30616 -0.99767
H 0.43726 0.83187 -1.86920
H 6.28313 -4.02096 0.61360
H -4.81477 -2.40986 2.05556
H 0.15839 6.90784 0.05257
H 7.08655 -2.46964 0.36954
H -2.73310 -2.09717 0.75455
H 1.57520 -3.13116 -0.12184
H 4.97262 -1.22036 -1.49877
H 1.79868 6.42755 -0.37336
H 4.84894 -2.15179 1.39947
H -6.44145 -2.34291 -1.05380
H 3.52732 0.64013 -0.70560

DFT (ωB97M-V/def2-TZVPD) results for a cluster of 13 separate species, C46H74Cl6N2O16 in total.

- E_LUMO: 0.3 eV
- Kohn-Sham gap: 10.297 eV
- Largest force on an atom: 3.061 eV/A
- E_tot: -159779.1736 eV

CARTESIAN COORDINATES (ANGSTROEM)
Cl 3.68975 1.12053 2.97697
Cl -2.04828 -2.00288 6.28305
Cl -3.88523 1.48661 6.55422
Cl 0.62443 -1.48637 4.56519
Cl -3.43894 3.23533 3.73778
Cl 4.48392 -1.63301 1.12473
O 0.23392 -4.43753 2.43142
O -2.27584 0.70193 -3.07903
O -2.57632 2.68665 -4.00294
O -4.16216 -2.47761 4.14668
O 1.68419 5.13145 -1.03941
O 4.31617 2.90386 -2.92099
O 0.98029 0.76262 -5.58213
O -4.13085 -1.18450 2.30886
O 0.07704 -5.05983 -2.50584
O 1.78147 0.79370 6.93480
O -0.90303 -3.10364 1.03614
O 2.14560 2.34347 5.37390
O 4.19374 3.48065 -0.81551
O 0.06917 1.78715 -7.30393
O 1.38653 3.46784 0.43176
O 0.20903 -2.82388 -2.48595
N -6.91701 -0.92474 -0.31385
N 2.86869 -0.29463 -1.95859
C 0.12875 -3.61392 1.35786
C -4.14456 -1.77048 -2.27533
C 0.63026 -2.06560 6.30281
C 0.96550 3.06665 -1.95651
C -3.25769 2.01738 -6.23644
C -0.11799 1.82953 5.69777
C -6.14131 -0.82743 -1.15256
C 2.33146 0.48010 -5.05167
C -0.52712 -1.44412 7.07894
C -0.86363 -2.28896 -4.49777
C 1.34483 3.88067 -0.67203
C -3.35331 1.46406 3.81737
C 4.75537 2.83562 -1.82835
C -0.32150 -4.04395 -2.95536
C -0.41458 -1.72256 -3.20713
C -4.29280 0.94711 4.89382
C -3.74598 -4.59978 3.20039
C -2.55398 1.37315 -4.02019
C -0.89468 0.40009 1.20144
C 1.51204 -3.40048 0.76457
C 0.71933 4.14700 -3.00767
C -3.97815 -3.63689 2.09995
C 1.05959 1.51949 -6.66086
C -2.69576 3.13681 -5.36464
C -2.98842 0.80719 -5.42038
C -5.21365 -0.69386 -2.27732
C -4.24766 -3.88216 4.44778
C 2.26045 -0.28529 -0.97469
C -3.21693 -1.64123 -1.07269
C -1.17947 -3.76369 -4.15252
C 6.03292 2.20227 -1.37674
C 1.33330 3.17548 4.52887
C -4.10800 -2.30176 2.77874
C 4.81218 3.14557 0.42097
C 6.18813 2.74219 0.03061
C 1.31561 1.55992 6.10785
C 1.44261 0.05575 0.21699
C 2.23779 -4.62327 1.30165
C -0.02889 0.00379 -0.02768
C 0.05717 2.46967 4.36167
C 5.30031 -1.06133 2.58335
C 2.50261 1.88979 -6.97214
C 1.60926 5.31082 -2.52157
C 4.29133 -0.40750 3.67515
C 1.66470 -4.63484 2.65152
C 3.19004 1.65411 -5.59484
H 4.77801 4.07982 0.97157
H -2.04821 0.30365 -5.74645
H 0.42143 -1.02736 -3.31667
H -0.32910 -0.97971 -0.39272
H 4.81087 -0.04955 4.53549
H -1.04231 -4.42730 -5.01498
H -1.70447 3.41082 -5.75585
H 0.99373 3.88320 -3.98238
H 2.77731 1.27999 -7.79830
H 3.31732 -4.50760 1.36088
H 1.12689 6.26633 -2.61001
H -2.68190 -4.84999 3.36500
H -2.41794 -2.39305 -1.15668
H -4.30997 2.20431 -6.45541
H -1.79572 -1.82206 -4.83292
H 4.27023 1.45465 -5.65589
H -0.98577 -0.31261 2.00379
H -0.69992 3.18126 4.08587
H 1.86743 3.27267 3.58792
H -0.59894 -1.90425 8.04771
H 2.06688 -5.47211 0.59618
H 5.75348 -1.95522 2.98412
H -0.55930 2.47848 6.47185
H 1.84837 2.46490 -2.18956
H 2.45114 2.92821 -7.34558
H -4.32864 -5.51467 3.11574
H -1.21101 -1.27424 -2.64529
H -0.61607 1.37192 1.58147
H -3.33244 4.01592 -5.28282
H -5.75899 -0.74393 -3.23677
H 1.74162 -0.58740 1.06964
H 0.10689 2.36856 -1.88935
H 6.71798 2.12835 0.73515
H 1.61244 -1.80811 6.74468
H -4.91496 -3.78170 1.52698
H 2.59055 -0.50934 -5.45615
H 5.84877 1.13914 -1.37169
H -3.79071 1.08226 2.91088
H -0.29840 4.52258 -3.01666
H -3.77341 -1.79803 -0.14649
H -4.77740 0.29891 -2.16452
H 4.18012 2.36242 0.86616
H -0.48129 -0.37678 7.21699
H 1.74422 1.06820 0.51113
H 0.42137 -3.12580 6.24358
H -2.31061 1.14367 3.99309
H 0.17272 1.68030 3.60876
H -2.69681 -0.66899 -1.08943
H -0.24361 0.66215 -0.85118
H 2.18678 0.54369 -3.99958
H 2.03493 -3.73524 3.15770
H 1.49864 -3.21384 -0.30284
H -1.92615 0.60778 0.87096
H -4.25438 -0.11093 4.89239
H 6.87446 2.45729 -2.03244
H -2.74855 2.05855 -7.17736
H 6.76408 3.68828 -0.09317
H -3.16570 -3.69105 1.37633
H -2.21101 -3.90038 -3.86507
H -3.53952 -1.59833 -3.19438
H 6.02015 -0.36265 2.27809
H -3.76197 0.05252 -5.40670
H 3.48527 -1.07918 3.94789
H 1.83195 -2.46851 1.26404
H -5.33700 1.26394 4.73257
H 1.74325 -5.43058 3.34360
H -3.49208 -3.95490 5.21907
H 2.66827 5.28838 -2.80839
H -0.69830 0.93046 5.63744
H -4.67951 -2.70431 -2.33804
H -0.09550 -2.23723 -5.29614
H -5.23663 -4.06689 4.76697
H 1.26814 4.12023 5.08944
H 3.05267 2.50176 -4.93366

DFT (ωB97M-V/def2-TZVPD) results for a cluster of 2 separate species, C5H12N in total.

- E_LUMO: -6.0 eV
- Kohn-Sham gap: 7.483 eV
- Energy relative to the best compared isomer or geometry (same formula, charge and spin): 2.887 eV
- Largest force on an atom: 2.352 eV/A
- Net charge: +1
- E_tot: -6860.6710 eV

CARTESIAN COORDINATES (ANGSTROEM)
N -1.51682 0.07058 -1.29116
C 0.03168 0.03270 2.06008
C -2.06315 0.67565 -0.28846
C 1.12407 0.17798 -0.14453
C 1.69880 -0.47189 -1.34704
C 0.91358 -0.49521 0.98975
H -1.89979 0.13095 -2.20499
H -2.73957 1.51618 -0.52998
H 0.55031 0.05974 3.03751
H 0.97655 1.27277 -0.20747
H -0.25794 1.07716 1.88437
H 2.68720 -0.09312 -1.62245
H 1.30823 -1.50051 1.08879
H -1.96955 0.25619 0.70547
H 1.72230 -1.54807 -1.12425
H 0.94061 -0.35744 -2.14660
H -0.91754 -0.52678 2.22375
H -0.58898 -0.27690 -1.08279

DFT (ωB97M-V/def2-TZVPD) results for the molecule C11H10.

- E_LUMO: 1.0 eV
- Kohn-Sham gap: 9.466 eV
- Energy relative to the best compared isomer or geometry (same formula, charge and spin): 3.708 eV
- SMILES: c1ccc2c(c1)C[C@@]13C[C@H]1[C@H]23
- Largest force on an atom: 3.528 eV/A
- E_tot: -11565.7578 eV

CARTESIAN COORDINATES (ANGSTROEM)
C -1.58917 -1.71974 0.01674
C 0.86104 -1.37743 1.48011
C 0.01459 1.69715 -0.41316
C 0.92395 0.92270 0.56139
C 1.02730 2.65857 -1.02069
C -0.90800 -0.51227 -0.01343
C -1.12067 -2.69487 0.91536
C -1.09675 0.76154 -0.88774
C 0.29200 -0.41517 0.71276
C 1.48106 1.30021 -0.74296
C 0.10284 -2.57006 1.58903
H -1.05500 0.64307 -1.98451
H 1.44226 1.44786 1.49964
H -1.67719 -3.57514 0.86850
H 1.75055 0.71007 -1.53176
H 1.79275 -1.08774 1.84857
H 0.28984 -3.46602 2.16589
H -2.06256 1.03381 -0.72168
H 0.79223 3.11866 -2.01762
H -2.52734 -1.79167 -0.60807
H 1.35947 3.40111 -0.20994

DFT (ωB97M-V/def2-TZVPD) results for a structure of composition C29H26AlAs2Br3NO.

- E_LUMO: -3.2 eV
- Kohn-Sham gap: 7.569 eV
- Energy relative to the best compared isomer or geometry (same formula, charge and spin): 0.000 eV
- Largest force on an atom: 0.091 eV/A
- Net charge: +1
- E_tot: -372432.9658 eV

CARTESIAN COORDINATES (ANGSTROEM)
Br 4.59999 -1.21319 -5.42041
Br 0.48191 -4.07990 -2.82588
Br 0.15357 2.38087 1.30267
As -1.50304 -1.03263 1.26420
As 1.82228 -0.71910 1.10743
Al -0.07628 0.21584 -0.51431
O 0.05346 -1.32917 -1.44940
N 1.42623 0.86590 -1.71980
C -0.39357 -1.80316 2.65524
C -0.16635 -3.05208 4.70596
C 2.93894 -2.10108 0.32366
C -2.12602 2.47309 -0.43907
C -2.46103 -2.55871 0.55752
C 3.08756 2.21808 -2.74746
C -3.33823 3.07134 -0.87556
C 0.99783 -1.66765 2.58787
C -3.48861 1.43886 -2.64572
C 3.18656 -1.24795 -4.17172
C 1.80569 -0.17797 -2.51228
C 2.47968 -2.40051 -3.98517
C -2.86220 -0.05681 2.23843
C 1.21412 -2.91863 4.63815
C 2.03571 2.02696 -1.84152
C 3.50573 1.17162 -3.52670
C -3.23145 4.73239 0.88426
C -2.01737 4.17316 1.33565
C 2.86492 -0.08171 -3.42957
C -1.51401 3.09397 0.67834
C 3.12982 0.41216 1.99235
C -4.00215 2.52261 -2.00074
C 1.04192 -1.36718 -2.32751
C -2.29282 0.84281 -2.18355
C -1.59277 1.32561 -1.09947
C 1.79168 -2.23016 3.58348
C -3.86766 4.19579 -0.19537
C 1.41061 -2.46359 -3.06583
C -0.96405 -2.49702 3.71825
H -2.04035 -2.60932 3.78027
H -3.99580 1.02555 -3.50788
H -2.39157 0.74789 2.80068
H 2.73198 -3.28732 -4.54965
H -3.40135 -0.71327 2.91917
H 3.55783 3.18801 -2.81686
H 4.32210 1.29583 -4.22543
H -3.22532 -2.19802 -0.12946
H 2.62519 1.08889 2.67988
H 1.68765 2.82990 -1.20396
H 2.29263 -2.85924 -0.11661
H 3.66125 0.99294 1.23891
H 3.56352 -2.55309 1.09265
H 1.83964 -3.35237 5.40685
H 3.57042 -1.67179 -0.45350
H 2.87057 -2.13524 3.54178
H -3.55681 0.37161 1.51646
H -1.49797 4.60053 2.18192
H -4.92268 2.98455 -2.33571
H -3.64181 5.59017 1.39890
H -1.75719 -3.18223 0.00960
H -0.61950 -3.58993 5.52797
H -4.79493 4.62600 -0.55277
H 3.84787 -0.18935 2.54694
H -2.92554 -3.12712 1.36134
H -1.93041 -0.03642 -2.70792

DFT (ωB97M-V/def2-TZVPD) results for the ion C6H10FN4S with charge +1.

- E_LUMO (spin up / spin down): -3.9 / -6.5 eV
- Kohn-Sham gap (spin up / spin down): 5.824 / 6.494 eV
- 2S+1: 3
- Largest force on an atom: 4.434 eV/A
- <S²>: 2.03
- Net charge: +1
- E_tot: -25885.1780 eV

CARTESIAN COORDINATES (ANGSTROEM)
S -2.78451 1.80629 1.19142
F -0.37146 -2.37783 1.20538
N 1.11225 0.67303 0.37483
N 2.19537 1.29962 0.60605
N -2.40410 -1.89860 -0.70071
N -1.55750 0.31022 -0.84576
C -1.40328 -1.01310 -0.33510
C -2.17240 1.04204 -0.02402
C 0.76249 -0.42679 0.94929
C 3.21300 0.85696 1.55482
C -1.42974 0.51896 -2.21853
C -0.35804 -1.21044 0.54544
H 1.31001 -0.99043 1.70399
H 4.04944 1.45779 1.40029
H 2.92403 1.00044 2.64664
H -2.34259 -2.74429 -0.07370
H -2.42797 -2.10890 -1.67098
H -0.50577 -0.06278 -2.51189
H 3.44162 -0.07317 1.28175
H -2.21325 0.24946 -2.79155
H -1.25667 1.51381 -2.37482
H 2.21906 2.17771 0.08718

DFT (ωB97M-V/def2-TZVPD) results for a cluster of 5 separate species, C27H43FN6O8P in total.

- E_LUMO: 1.8 eV
- Kohn-Sham gap: 6.646 eV
- Largest force on an atom: 2.236 eV/A
- Net charge: -1
- E_tot: -66023.6278 eV

CARTESIAN COORDINATES (ANGSTROEM)
P 0.40577 0.22132 -1.21904
F -4.06450 -0.06010 2.75880
O 0.74783 -2.24968 1.50689
O 2.67748 2.61761 2.60176
O 1.28126 -0.16473 -3.84977
O 3.19492 -2.18969 4.35613
O -4.87010 -0.39455 -6.85356
O -1.58115 2.56408 -1.81055
O -0.42911 -2.85167 -0.29864
O -5.01000 2.21204 1.55849
N -2.24324 -2.19846 2.54157
N 0.44119 0.32409 -5.87940
N 1.81810 0.17486 -0.49769
N 4.75828 3.48630 2.38469
N -4.69562 -1.79316 -5.06759
N 3.66616 -1.71224 2.20807
C -3.84564 2.31038 1.26803
C -2.14737 -1.04029 1.77095
C 3.70610 -2.49599 3.29236
C 0.52543 -1.81468 5.92014
C -0.96402 0.20397 0.01138
C -3.92735 -2.80625 -4.36451
C -2.91336 1.16059 1.11516
C -1.10998 -0.93000 0.82383
C -1.88314 1.25717 0.16526
C -0.09525 -1.32640 4.60174
C -2.25358 3.72915 0.11580
C 0.61164 0.87491 -7.20586
C -3.20628 3.63134 1.03250
C -4.27567 -1.24903 -6.22153
C -1.85787 2.50836 -0.63681
C -2.45284 -2.07313 3.99539
C 1.42482 0.30636 -4.95889
C -3.04744 0.01464 1.88612
C -1.59984 -1.01608 4.67923
C -0.83820 -0.24258 -5.48575
C 4.25459 -2.09065 0.94441
C 2.98159 -0.42906 2.32310
C 4.52765 3.81735 0.98825
C 6.03538 3.79373 2.98862
C -5.95903 -1.34560 -4.50694
C 3.75630 2.89388 3.07344
C -0.14748 -2.10962 0.66292
H 1.94276 -0.59867 2.60567
H 1.62506 1.25332 -7.32455
H -3.30733 -1.65712 -6.55814
H -4.51444 -3.72211 -4.27229
H -3.50430 -1.90806 4.21649
H 0.33039 1.36539 -2.01387
H -6.76803 -1.53538 -5.21358
H -0.09244 1.69441 -7.36538
H -2.18022 -3.04171 4.41286
H 6.03971 3.48101 4.03089
H 1.69433 0.16224 0.50761
H 4.28932 2.91483 0.42449
H 0.43199 0.10411 -7.95911
H 1.33181 -2.50670 5.70899
H 3.48215 -2.12351 0.17373
H -1.22489 0.29886 -4.62111
H 0.13150 -2.03010 3.80928
H 6.22561 4.86927 2.94240
H -3.54048 4.46009 1.63849
H 5.41809 4.28364 0.57213
H 3.46243 0.16711 3.09770
H -3.66305 -2.45313 -3.36678
H 0.23275 -0.91880 -1.99862
H -3.01278 -3.02794 -4.91002
H 4.71772 -3.07348 1.02549
H 0.92173 -0.98758 6.50522
H -5.92140 -0.27354 -4.31297
H -1.76893 -0.00575 4.30882
H -1.47517 -2.81922 2.33002
H -1.54785 -0.17315 -6.30620
H 5.01680 -1.36226 0.65294
H 0.39007 -0.37340 4.40662
H -6.15340 -1.87560 -3.57845
H -0.19357 -2.33693 6.55805
H 2.37149 0.75708 -5.30357
H -1.75862 4.67273 -0.06130
H -0.70212 -1.28813 -5.20285
H 3.01373 0.10125 1.37537
H 3.68229 4.50071 0.90157
H -1.89825 -0.99841 5.73040
H 6.83747 3.27139 2.46130
H 4.02028 2.67469 4.12415
H 4.22137 -3.45996 3.12958

DFT (ωB97M-V/def2-TZVPD) results for a cluster of 2 separate species, C4H10Br2Si in total.

- E_LUMO (spin up / spin down): 0.6 / -2.0 eV
- Kohn-Sham gap (spin up / spin down): 6.787 / 8.718 eV
- Energy relative to the best compared isomer or geometry (same formula, charge and spin): 0.724 eV
- 2S+1: 3
- Largest force on an atom: 3.158 eV/A
- <S²>: 2.01
- E_tot: -152270.1809 eV

CARTESIAN COORDINATES (ANGSTROEM)
Br 4.59730 -1.59738 0.28448
Br 3.70701 2.09533 -0.40387
Si 3.40218 -0.07864 -0.77550
C -0.18340 0.75835 -0.17795
C 0.82911 -1.16563 1.17825
C -1.66514 0.36085 -0.05187
C 0.72519 -0.40604 -0.11162
H 1.57751 -2.00412 1.13705
H -2.20109 0.65807 0.78043
H 1.17007 -0.39600 1.76583
H 3.81405 -0.38265 -2.08621
H -1.82205 -0.77911 -0.12084
H -0.09995 1.15677 -1.22463
H -0.21627 -1.44894 1.31284
H -2.22169 0.88842 -0.85359
H 0.58568 -1.17666 -0.87453
H 0.08772 1.48698 0.50647